124
Properties=species:S:1:pos:R:3:forces:R:3 method="wB97M-V/def2-TZVPD" s2=0.7760 total_charge=-2 max_force_ha_per_bohr=0.0522 orbital_gap_ha="0.165 / 0.169" spin_multiplicity=2 homo_energy_ha="-0.025 / -0.029"
K -21.23694 -0.70868 -8.11593 0.214 -0.045 -0.208
O -22.69921 -0.35966 -5.88359 0.352 0.197 0.867
N -22.87797 0.94704 -5.45725 0.791 -0.171 -1.082
C -23.94221 1.16858 -4.59589 0.552 -1.068 -0.386
C -23.94417 2.00123 -3.58506 -0.740 1.689 1.099
C -23.07580 3.11040 -3.32045 1.312 -0.762 -2.217
C -22.31411 3.64452 -4.35087 -0.984 0.352 1.744
C -22.29035 3.34661 -5.71923 0.013 -1.213 -0.667
S -21.89211 4.56619 -6.82904 0.145 0.426 -0.314
H -24.74149 0.47599 -4.70771 -0.496 -0.579 -0.283
H -24.85549 2.02552 -3.02241 -0.512 -0.320 0.527
H -23.02414 3.46854 -2.32963 0.123 0.620 0.870
H -21.80116 4.57232 -4.16249 0.260 0.296 0.387
C -20.03534 1.74528 -13.66085 -0.511 0.123 1.455
C -19.37624 1.34183 -12.30969 -0.853 -0.200 0.242
C -19.33701 2.43923 -11.24056 0.105 -1.606 0.931
C -19.93499 0.07873 -11.69615 -0.318 -0.249 0.065
C -19.12228 -0.81293 -11.11182 1.444 -0.551 0.001
C -19.46635 -2.12270 -10.54879 0.256 1.239 -0.297
C -18.21830 -2.99509 -10.54228 0.478 -0.710 0.033
C -17.64211 -3.21614 -11.96425 0.070 -0.185 -0.623
C -18.25169 -4.41680 -9.97950 1.286 -0.331 1.755
C -20.80363 -2.49834 -10.91737 1.031 -1.173 1.369
C -21.70410 -1.62828 -11.44029 0.194 -0.280 -0.096
C -21.42497 -0.15783 -11.62636 0.572 0.334 -0.660
C -22.92539 -2.15601 -12.07450 -0.778 -1.012 -1.004
C -22.87529 -2.07863 -13.63914 0.376 0.993 0.413
C -24.20813 -1.45634 -11.64346 -0.601 -0.069 0.073
C -21.09117 -3.99759 -10.74712 -0.434 0.551 -1.137
C -20.96768 -4.73235 -11.92952 -0.274 0.027 -0.824
C -21.14493 -6.09780 -11.98549 0.181 -0.654 0.799
C -21.40914 -6.81719 -10.79710 0.562 0.516 -0.725
C -21.49117 -6.09840 -9.60589 -0.318 -0.940 -1.499
C -21.44959 -4.71748 -9.60656 0.131 1.626 1.400
P -21.96180 -3.76159 -8.06271 0.413 -0.282 -0.457
C -23.69038 -4.41883 -7.76811 -0.995 0.029 0.399
C -24.00896 -5.89241 -7.39933 1.177 0.071 -0.791
C -24.32847 -4.11110 -9.14496 -0.257 -0.765 -0.278
C -24.52918 -3.48697 -6.79771 2.427 0.067 0.224
C -20.74335 -4.33529 -6.77434 0.198 -0.385 0.348
C -21.40204 -4.31130 -5.38187 0.593 0.491 -0.953
C -20.11819 -5.73606 -6.92918 -0.859 -0.329 -0.035
C -19.59725 -3.27337 -6.72854 -2.051 0.401 -1.510
H -19.48533 2.58075 -14.02726 0.490 0.797 -0.535
H -21.09528 2.09883 -13.56893 0.775 -0.605 -0.020
H -19.91645 0.92529 -14.35569 -0.318 -0.226 -0.276
H -18.33997 1.13142 -12.51931 0.573 -0.157 -0.343
H -20.30223 2.62691 -10.79125 -0.319 0.471 -0.244
H -18.86580 3.29854 -11.62343 0.390 1.489 -0.352
H -18.73002 2.05400 -10.38565 -0.216 0.293 -0.645
H -18.01377 -0.60530 -11.24368 -1.159 -0.113 0.492
H -17.42138 -2.44417 -9.97462 -0.607 -0.324 -0.302
H -18.36077 -3.84007 -12.57342 0.660 0.658 0.540
H -16.66847 -3.78797 -11.90935 -0.787 0.684 -0.185
H -17.51013 -2.23128 -12.46210 0.081 -0.786 0.069
H -18.84791 -5.11576 -10.50034 -0.822 -0.515 -0.936
H -18.53803 -4.56809 -8.92294 0.021 0.616 -0.407
H -17.23072 -4.85925 -10.02330 -0.315 0.398 -0.049
H -21.79250 0.13659 -12.61701 -0.362 -0.005 0.013
H -22.98080 -3.25097 -11.84845 -0.286 0.898 -0.004
H -23.09230 -1.04858 -13.97509 -0.001 -0.265 0.108
H -23.62650 -2.71358 -14.06739 -0.500 -0.435 -0.290
H -21.90575 -2.32125 -14.07901 0.071 -0.206 0.251
H -24.13546 -0.38140 -11.82127 0.007 -0.188 -0.015
H -24.37405 -1.56205 -10.54898 -0.286 -0.049 -0.802
H -25.05765 -1.80101 -12.28798 0.346 0.064 0.862
H -20.84198 -4.20234 -12.88176 0.310 -0.046 0.495
H -20.95145 -6.61763 -12.92057 -0.364 -0.007 0.051
H -21.51196 -7.90381 -10.85204 0.092 0.302 0.264
H -21.61729 -6.65230 -8.70846 -0.295 -0.146 0.529
H -23.57554 -6.54472 -8.16780 0.025 0.008 0.227
H -25.07131 -6.04354 -7.51115 -0.557 0.007 0.358
H -23.64751 -6.24610 -6.42265 -0.231 0.336 -0.170
H -24.14091 -4.86976 -9.95795 0.175 0.810 0.822
H -24.00856 -3.10674 -9.42899 -0.115 -0.188 -0.346
H -25.41151 -4.08382 -8.99271 -0.064 0.069 -0.123
H -24.12767 -3.35741 -5.77390 -0.048 -0.335 -0.486
H -25.47458 -3.92801 -6.74396 -1.669 -0.740 0.262
H -24.65291 -2.49198 -7.18819 0.122 0.400 -0.343
H -22.07139 -5.13428 -5.29995 -0.614 -0.715 0.305
H -21.95917 -3.38667 -5.22318 0.253 0.090 0.286
H -20.55352 -4.44376 -4.71332 -0.276 0.190 0.631
H -20.83400 -6.57382 -6.77957 0.080 0.607 -0.120
H -19.39354 -5.87238 -6.14699 0.630 0.018 0.428
H -19.64564 -5.90053 -7.88745 0.201 0.062 -0.126
H -20.00742 -2.39058 -6.20646 0.336 -0.061 -0.435
H -19.22019 -3.04241 -7.75384 -0.207 0.118 0.859
H -18.84470 -3.66641 -6.12572 1.608 -0.586 0.996
O -24.09889 -0.47178 -7.90935 -0.150 0.191 -0.264
H -24.26262 0.48177 -7.93287 -0.026 -0.177 -0.257
H -23.51090 -0.52682 -7.05767 -0.383 0.140 0.038
O -19.27831 2.42753 -6.33107 0.468 -1.224 -0.471
H -19.42696 3.36428 -6.34766 -0.396 0.894 0.026
H -19.86865 2.10682 -7.04837 -0.026 0.351 0.630
O -21.76011 1.66691 -7.31284 -0.440 -0.229 1.127
C -22.31177 1.93722 -6.20662 0.343 0.520 -1.184
N -19.84185 0.14958 -4.10314 0.204 0.073 1.091
C -20.08869 0.66331 -2.81924 0.904 0.502 -0.830
C -20.83089 -0.08154 -1.92244 -0.226 1.485 1.889
C -21.09092 0.44904 -0.63052 0.955 0.107 -1.047
C -20.58668 1.68395 -0.22516 -0.322 0.233 0.421
C -19.81864 2.40918 -1.12368 0.581 -0.095 -0.662
C -19.51766 1.89625 -2.38329 -0.780 0.113 -0.327
H -19.59232 0.81241 -4.80193 0.328 0.922 -0.413
H -20.57073 -0.42643 -4.46861 -0.703 -0.388 -0.042
H -21.26111 -1.00335 -2.22016 -0.302 -0.761 -0.215
H -21.61001 -0.14101 0.08034 -0.693 -0.500 0.452
H -20.81133 2.15079 0.75659 0.072 -0.686 -0.644
H -19.41703 3.39142 -0.85952 -0.190 -0.283 -0.027
H -19.00859 2.55571 -3.09708 -0.042 -0.549 0.177
F -25.08124 5.30343 -11.88932 -0.654 0.843 -0.562
C -24.38333 4.19398 -11.60860 -0.867 -0.704 -1.514
C -24.40380 3.12952 -12.50789 0.209 -0.107 -0.291
C -23.64913 1.99393 -12.19431 -0.063 0.652 -0.024
C -22.91629 1.91698 -11.01565 -0.119 0.885 -0.046
C -22.12751 0.72574 -10.58469 -1.580 -0.856 -0.149
C -22.99925 3.01872 -10.16875 0.136 0.125 0.857
C -23.73037 4.15684 -10.43710 0.769 -0.467 0.295
H -24.94000 3.17861 -13.47105 0.226 0.146 0.708
H -23.60565 1.17794 -12.88559 -0.089 -0.218 -0.413
H -22.88203 0.09963 -10.07429 0.301 0.027 0.014
H -21.46099 1.03864 -9.82824 0.878 0.501 0.733
H -22.53704 3.06417 -9.19852 0.614 -0.511 0.299
H -23.72366 5.00065 -9.77748 -0.044 0.192 0.376